DFT (ωB97M-V/def2-TZVPD) results for a cluster of 12 separate species, C72H162N6O12 in total.

```
! wB97M-V def2-TZVPD RIJCOSX def2/J DEFGRID3
* xyz 0 1
C 2.28546 -0.01574 2.85018
C 1.01823 0.47467 2.10927
C 0.51020 1.74635 2.86783
C 1.47138 0.86024 0.64160
C 1.70103 -0.32087 -0.33679
C 0.33705 -0.95108 -0.44755
C -0.16109 -1.49690 0.92058
C -1.65833 -1.88363 0.80009
C 0.61306 -2.79711 1.28490
N -0.03523 -0.46400 2.05312
O -0.50241 -0.95317 3.28363
H 3.02436 0.72085 3.16569
H 1.92800 -0.56976 3.71815
H 2.78901 -0.73907 2.20882
H 1.32690 2.45598 3.00019
H -0.29973 2.19450 2.29226
H 0.11221 1.47154 3.84466
H 0.72877 1.53548 0.21654
H 2.41983 1.37371 0.48384
H 2.01120 -0.15490 -1.36846
H 2.44055 -1.01976 0.05407
H 0.47040 -1.80430 -1.11262
H -0.39240 -0.30795 -0.93986
H -2.07302 -2.57942 1.52949
H -2.03045 -2.14488 -0.19055
H -2.24074 -0.97339 0.94279
H 0.40268 -3.44020 2.13946
H 1.63670 -2.45288 1.43238
H 0.70415 -3.42358 0.39757
H -1.32821 -0.48896 3.43898
C -3.39750 5.49663 -1.22217
C -4.86442 5.55771 -2.00912
C -4.90249 4.56617 -3.09506
C -5.98044 5.17936 -0.98377
C -7.43243 5.44552 -1.57910
C -7.55230 6.83190 -2.06278
C -6.37580 7.36432 -2.95841
C -6.65724 6.71293 -4.36278
C -6.76377 8.87993 -2.98858
N -5.10504 6.94009 -2.41577
O -4.02762 7.40968 -3.23374
H -2.60689 5.88852 -1.86207
H -3.44690 6.17607 -0.37127
H -2.98146 4.50762 -1.03024
H -5.88502 4.30005 -3.48482
H -4.41245 4.95579 -3.98733
H -4.47765 3.57973 -2.90910
H -6.01398 4.12180 -0.72199
H -5.75567 5.85020 -0.15457
H -7.49861 4.65498 -2.32659
H -8.21049 5.15996 -0.87118
H -8.01150 7.61942 -1.46525
H -8.43292 6.61975 -2.66909
H -7.12541 7.37792 -5.08853
H -7.33726 5.86866 -4.24931
H -5.77789 6.25485 -4.81554
H -7.80971 9.03890 -3.25093
H -6.18212 9.47377 -3.69366
H -6.48775 9.38373 -2.06225
H -3.76189 8.24639 -2.84526
C 3.43448 1.13199 -7.71797
C 2.66202 2.49756 -7.68853
C 1.42889 2.32050 -8.56355
C 2.25543 2.65427 -6.11612
C 1.65742 4.06468 -5.90173
C 2.78809 5.03320 -6.36639
C 3.41559 4.92095 -7.85295
C 2.48328 5.54469 -8.84437
C 4.67531 5.74375 -7.97043
N 3.64747 3.47273 -8.15064
O 4.16213 3.25164 -9.41329
H 2.86885 0.34714 -7.21578
H 3.89404 0.86764 -8.67034
H 4.35092 1.23659 -7.13719
H 1.72853 1.96756 -9.55034
H 0.90592 1.43449 -8.20355
H 0.70579 3.12223 -8.71334
H 1.67086 1.85752 -5.65616
H 3.15079 2.71824 -5.49779
H 0.93612 4.17976 -6.71081
H 1.14236 4.13595 -4.94376
H 3.67797 4.95797 -5.74145
H 2.47360 6.06376 -6.20161
H 1.71647 4.82519 -9.13148
H 3.14555 5.77110 -9.67996
H 2.03146 6.45882 -8.45923
H 5.54442 5.14592 -8.24494
H 4.97104 6.22155 -7.03644
H 4.63922 6.58127 -8.66710
H 3.34113 3.45687 -9.86655
C -2.70819 -7.98561 -5.32868
C -2.77600 -6.49721 -5.09033
C -2.45605 -6.03593 -3.68733
C -1.74251 -5.99772 -6.13207
C -2.10534 -4.62029 -6.71226
C -3.58807 -4.32198 -7.07222
C -4.52995 -4.71412 -5.84120
C -4.59097 -3.47392 -4.79269
C -5.93434 -4.67298 -6.61822
N -4.23678 -6.07823 -5.40461
O -5.23638 -6.59147 -4.53846
H -3.08520 -8.47416 -6.22718
H -1.82241 -8.52568 -4.99428
H -3.47335 -8.51635 -4.76214
H -3.13074 -6.24023 -2.85598
H -1.52631 -6.49649 -3.35328
H -2.33173 -4.95310 -3.67584
H -0.78873 -5.83770 -5.62928
H -1.49071 -6.79245 -6.83429
H -1.71071 -3.97694 -5.92583
H -1.57690 -4.42041 -7.64442
H -3.83077 -5.02267 -7.87111
H -3.65327 -3.28099 -7.38875
H -3.89880 -3.58767 -3.95838
H -5.59773 -3.49888 -4.37566
H -4.41953 -2.47830 -5.20189
H -6.01777 -3.68203 -7.06450
H -6.79997 -4.93428 -6.00954
H -6.04564 -5.32271 -7.48631
H -5.77434 -7.24230 -4.99523
C -4.89287 -5.72472 10.36997
C -4.07171 -6.92424 9.74050
C -3.01519 -7.49093 10.80751
C -5.10587 -8.04914 9.30639
C -4.50242 -8.98521 8.16552
C -3.85845 -8.23686 7.05056
C -2.81744 -7.26289 7.46903
C -1.50101 -7.95650 7.82728
C -2.65949 -6.36641 6.18244
N -3.42786 -6.35623 8.52163
O -2.47143 -5.36777 8.81133
H -4.21662 -4.95998 10.75204
H -5.32105 -5.16546 9.53811
H -5.54679 -6.15059 11.13097
H -2.79393 -8.54803 10.66028
H -2.08043 -6.93290 10.75316
H -3.34238 -7.40420 11.84362
H -5.41441 -8.61896 10.18285
H -6.02678 -7.62725 8.90387
H -3.76868 -9.63054 8.64850
H -5.28444 -9.62568 7.75768
H -4.59227 -7.68929 6.45914
H -3.39240 -8.88129 6.30516
H -1.25344 -8.68273 7.05307
H -1.53513 -8.46593 8.79031
H -0.65702 -7.26947 7.88874
H -1.93293 -5.55636 6.24587
H -3.58676 -5.99764 5.74397
H -2.04671 -6.92889 5.47800
H -2.63451 -4.77972 8.07024
C 4.05212 -7.24908 -4.14379
C 5.29944 -6.45468 -4.14830
C 5.29595 -5.23277 -3.16991
C 6.57273 -7.26770 -3.48551
C 7.35670 -8.29838 -4.36764
C 7.70160 -7.49423 -5.67859
C 6.49167 -6.82395 -6.48618
C 7.09524 -5.86908 -7.61969
C 5.45430 -7.86486 -7.14903
N 5.69470 -5.97698 -5.50442
O 4.75009 -5.09081 -6.08958
H 3.51663 -7.27139 -5.09293
H 4.15499 -8.30031 -3.87468
H 3.36248 -6.86601 -3.39161
H 4.52679 -4.47763 -3.33200
H 5.18310 -5.52467 -2.12581
H 6.18997 -4.61217 -3.23064
H 7.38731 -6.60377 -3.19608
H 6.19351 -7.88042 -2.66767
H 8.26888 -8.71497 -3.94047
H 6.70920 -9.16728 -4.48529
H 8.25482 -8.14264 -6.35802
H 8.34649 -6.68593 -5.33383
H 7.06828 -6.35685 -8.59408
H 8.13134 -5.59639 -7.41901
H 6.53462 -4.98742 -7.93027
H 4.73669 -8.34162 -6.48131
H 6.16365 -8.61277 -7.50335
H 4.77390 -7.38765 -7.85431
H 5.32125 -4.34233 -6.27708
C 5.32435 5.60465 0.45034
C 6.21247 6.89267 0.49678
C 7.39164 6.80437 -0.51868
O 5.39330 8.01127 0.23946
H 5.88443 4.68758 0.26763
H 4.60974 5.51854 -0.36821
H 4.75920 5.46371 1.37166
H 6.67413 6.85826 1.48358
H 7.91309 5.84857 -0.56981
H 8.14422 7.43757 -0.04882
H 7.00354 7.19846 -1.45792
H 4.94209 8.08631 1.08348
C -6.29495 0.22249 6.14709
C -4.78886 0.61465 6.40761
C -4.05034 -0.40577 7.20283
O -4.13930 0.79229 5.25291
H -6.38880 -0.49183 5.32916
H -6.99910 1.05307 6.09779
H -6.61665 -0.35136 7.01617
H -4.82266 1.50639 7.03349
H -3.95758 -1.25609 6.52722
H -4.75253 -0.58416 8.01719
H -3.13357 -0.13242 7.72524
H -4.85717 0.80381 4.61561
C -4.53772 9.41843 4.13986
C -5.11772 8.06219 3.60853
C -4.06893 6.91902 3.95004
O -6.25811 7.88219 4.41005
H -5.25565 10.18332 4.43586
H -3.80274 10.03110 3.61779
H -4.09338 9.22395 5.11600
H -5.41111 8.18026 2.56542
H -4.24918 5.92241 3.54706
H -3.92389 6.76617 5.01947
H -3.08344 7.14406 3.54231
H -6.79236 7.16115 4.06905
C 5.75381 5.13271 8.65798
C 4.73901 6.10625 8.10762
C 5.28697 7.55183 8.19915
O 4.73059 5.78435 6.68967
H 6.01263 5.28675 9.70555
H 6.59277 5.35651 7.99908
H 5.41167 4.10662 8.52313
H 3.67818 5.93216 8.28770
H 4.41281 8.08809 7.82986
H 6.14297 7.65290 7.53198
H 5.55666 7.87870 9.20338
H 4.84387 4.84111 6.55166
C 5.29933 -6.45291 4.90816
C 5.36371 -4.97280 4.67560
C 6.57107 -4.33225 5.38297
O 5.33437 -4.58248 3.31052
H 5.72524 -6.61137 5.89891
H 6.04860 -6.99300 4.32936
H 4.28992 -6.85606 4.82650
H 4.40302 -4.62538 5.05572
H 6.62891 -4.27940 6.47015
H 6.51688 -3.31559 4.99367
H 7.53722 -4.70867 5.04688
H 4.83640 -5.30371 2.91880
C 0.66420 9.44473 5.24822
C 1.28879 8.94420 3.90216
C 0.99368 9.76958 2.68471
O 2.70490 9.00643 3.96856
H 0.84820 10.50074 5.44593
H 1.10530 8.93518 6.10490
H -0.40278 9.22226 5.23580
H 1.04305 7.89108 3.76567
H 1.51111 9.40370 1.79785
H 1.37346 10.73878 3.00799
H -0.06370 9.96102 2.50201
H 2.96183 8.52435 4.75799
*
```

Summary:
E_tot ... -4071.2230 Ha
Frontier orbital gap ... 7.9 eV